Formula: C3H6
Source: the Open Molecules 2025 dataset
Level of theory: the ωB97M-V functional and the def2-TZVPD basis

Positions of all 9 atoms, in Å:
C (-0.8576, 0.3445, 1.0698)
C (-0.3233, -0.2581, 0.0504)
C (0.8123, 0.0324, -0.7755)
H (-1.6444, 0.0399, 1.7796)
H (-0.6144, 1.3864, 1.3663)
H (-0.7444, -2.0072, -0.4330)
H (1.3489, 0.8184, -0.3469)
H (0.5570, 0.3424, -1.7780)
H (1.4659, -0.6987, -0.9327)

The HOMO-LUMO gap is 10.129 eV. As for the total charge: 0. The value obtained for the energy above the lowest of the compared OMol25 structures with the same formula, charge and spin is 3.549 eV. Its spin multiplicity is 1.

---

Formula: C3H6AgO5
Source: the Open Molecules 2025 dataset
Level of theory: the ωB97M-V functional and the def2-TZVPD basis

Positions of all 15 atoms, in Å:
C (-1.2674, 0.3359, -1.2887)
C (-0.7709, 0.6647, 0.1205)
O (-1.5094, 1.5299, 0.9610)
C (-1.0029, 1.7473, 2.2192)
O (0.0721, 1.1569, 2.5279)
O (-1.7030, 2.4497, 2.9513)
O (-0.3798, -0.5571, -1.8399)
Ag (1.7315, -0.3017, 1.8703)
H (-1.3299, 1.3093, -1.8304)
H (-2.2988, -0.0670, -1.1670)
H (0.1964, 1.1797, -0.0568)
H (-0.8002, -0.3204, 0.6316)
H (2.2490, -2.7289, -1.6466)
O (3.0369, -3.3728, -1.4742)
H (3.7762, -3.0254, -1.9782)

The HOMO-LUMO gap (spin up / spin down) is 4.061 / 4.062 eV. As for the total charge: -1. The value obtained for the energy above the lowest of the compared OMol25 structures with the same formula, charge and spin is 0.777 eV. Its spin multiplicity is 1.

---

Formula: C3H6As2F13O3Rb
Source: the Open Molecules 2025 dataset
Level of theory: the ωB97M-V functional and the def2-TZVPD basis

Positions of all 28 atoms, in Å:
Rb (0.0725, 0.4897, 2.2127)
As (-3.7145, 7.2839, 0.7708)
F (-5.0510, 6.3508, 1.6426)
F (-4.8894, 8.6178, 0.6606)
F (-2.4328, 8.3038, -0.0183)
F (-2.4980, 5.9723, 0.9286)
F (-4.3867, 6.5723, -0.7717)
F (-3.2278, 7.9013, 2.4016)
As (0.6669, -6.3158, 3.6970)
F (-0.8921, -6.7343, 2.8534)
F (0.2875, -7.4050, 5.0769)
F (2.2308, -5.9866, 4.4932)
F (1.0887, -5.1477, 2.2720)
F (-0.1396, -4.9769, 4.5619)
F (1.3954, -7.6225, 2.7487)
F (-4.6584, 1.2273, 3.6597)
C (3.6538, -2.4962, -2.9458)
O (2.5893, -1.8781, -3.5860)
C (2.1946, -0.7250, -3.0215)
O (2.7663, -0.2002, -2.0248)
O (1.2566, -0.2528, -3.7951)
C (0.5867, 0.9787, -3.4825)
H (4.3737, -1.7411, -2.6298)
H (4.0255, -3.3710, -3.4794)
H (3.3002, -2.9777, -2.0341)
H (1.0533, 1.7203, -4.1310)
H (0.8428, 1.3317, -2.4836)
H (-0.4945, 1.0811, -3.5760)

The HOMO-LUMO gap is 4.031 eV. As for the total charge: -2. The value obtained for the energy above the lowest of the compared OMol25 structures with the same formula, charge and spin is 0.772 eV. Its spin multiplicity is 1.